[1]
C4H9NO in the gas phase, computed with the ωB97M-V functional and the def2-TZVPD basis.

Results
E_tot = -287.7522 hartree
lowest unoccupied orbital energy = 1.046 eV
SMILES = C=C(NC)OC
2S+1 = 1

Last column: Mulliken charge in e.
Element x y z (Å)
C  1.823230  -0.913786  0.724392  -0.763
C  1.013804  1.311006  -0.583784  -1.013
C  0.109011  0.422599  -0.142796  0.719
O  0.440033  -0.527195  0.771964  -0.369
N  -1.199601  0.388960  -0.591663  -0.230
C  -2.278645  -0.417114  -0.065537  -0.784
H  2.034249  -1.431307  -0.217375  0.360
H  2.544713  -0.094483  0.807277  0.273
H  1.959993  -1.567785  1.578855  0.223
H  1.892882  1.512699  0.006099  0.214
H  0.832419  1.921305  -1.451677  0.271
H  -1.490494  1.279757  -0.963816  0.245
H  -3.051391  -0.517676  -0.835693  0.293
H  -1.914041  -1.411992  0.183385  0.290
H  -2.755907  0.007099  0.830164  0.273

Atoms 1-3, force components in eV/Å:
C -0.0103 -0.1924 0.1904
C -0.0538 0.2802 -0.0599
C 0.0792 0.2531 -0.1566

[2]
C5H9OP in the gas phase at a distorted geometry, computed with the ωB97M-V functional and the def2-TZVPD basis.

Results
E_tot = -612.4196 hartree
lowest unoccupied orbital energy = -0.940 eV
SMILES = C=C(CCC)P=O
2S+1 = 1

Last column: Mulliken charge in e.
Element x y z (Å)
C  2.085293  -1.444206  1.386209  -0.800
C  1.614902  -0.360749  0.758275  0.004
C  -1.822706  0.720894  -0.516990  -1.075
C  0.270371  0.213936  0.932467  -0.175
C  -0.284832  0.746815  -0.431053  -0.608
O  4.380592  -0.006018  0.107373  -0.416
P  3.115849  0.301297  -0.613859  0.423
H  3.133677  -1.837481  1.183767  0.245
H  1.411203  -2.173709  1.918647  0.241
H  -2.193608  0.035682  -1.281414  0.282
H  -2.300336  0.433478  0.446499  0.292
H  -2.344625  1.660896  -0.944499  0.275
H  -0.478574  -0.607916  1.288568  0.286
H  0.082028  1.166194  1.645643  0.198
H  0.048565  1.659658  -0.770454  0.472
H  0.039452  -0.019348  -1.155441  0.357

Atoms 1-3, force components in eV/Å:
C 0.2685 -1.4798 -0.7356
C 2.7665 0.5310 -0.3073
C -1.6231 1.1198 -0.4807

[3]
2 unconnected molecules or ions with the total composition C2H3ClN2 at a distorted geometry, computed with the ωB97M-V functional and the def2-TZVPD basis.

Results
E_tot = -647.6582 hartree
lowest unoccupied orbital energy = -1.061 eV
SMILES = [H]/N=C\C#N.Cl
2S+1 = 1

Last column: Mulliken charge in e.
Element x y z (Å)
C  -0.707572  -0.756440  2.066169  0.223
C  -0.737774  -0.061498  0.829469  -0.040
N  -0.705757  -1.131125  3.162815  -0.311
N  0.231359  0.440577  0.283552  -0.412
Cl  -0.162319  -0.207772  -2.567853  -0.380
H  -1.673769  -0.065679  0.279809  0.335
H  0.064886  0.117174  -1.228092  0.325
H  1.260874  0.521047  0.552323  0.260

Atoms 1-3, force components in eV/Å:
C -0.1635 -0.2990 2.8025
C -1.4162 -1.3552 0.6385
N 0.0342 0.1209 -1.3331

[4]
A molecular structure, C29H21Cl2N9O2Ti at a distorted geometry, computed with the ωB97M-V functional and the def2-TZVPD basis.

Results
E_tot = -3530.7307 hartree
net charge = +1
lowest unoccupied orbital energy (alpha / beta) = -3.556 / -3.749 eV
2S+1 = 2

Last column: Mulliken spin population.
Element x y z (Å)
Ti  -0.005892  -0.001797  0.002006  0.836
Cl  5.231544  -0.121432  4.317998  0.000
C  4.075504  -0.573592  3.136213  -0.001
C  3.082444  0.327808  2.787962  0.001
C  2.138152  0.009752  1.814983  0.040
N  1.048782  0.812373  1.422558  0.058
C  0.728087  1.876344  2.210499  0.015
O  1.223134  2.190486  3.277871  -0.006
C  -0.363508  2.741886  1.657742  -0.009
C  -0.638839  3.935677  2.325911  -0.002
C  -1.642707  4.751394  1.844450  0.000
C  -2.333784  4.329070  0.717421  0.000
C  -1.983329  3.129592  0.122744  0.010
N  -1.009828  2.328117  0.564585  0.014
C  2.252115  -1.217467  1.126583  0.027
C  3.211863  -2.140653  1.532080  0.000
C  4.109554  -1.832941  2.541182  -0.001
Cl  5.261428  -3.008165  3.020768  0.000
N  1.332212  -1.403192  0.078634  0.043
C  1.578997  -2.411296  -0.804488  0.027
O  2.589892  -3.082424  -0.902246  -0.007
C  0.424666  -2.713336  -1.708782  -0.024
C  0.525880  -3.834472  -2.531798  0.002
C  -0.555723  -4.179480  -3.317988  0.000
C  -1.685599  -3.376459  -3.252210  -0.001
C  -1.682812  -2.273256  -2.414462  0.013
N  -0.654473  -1.926625  -1.636403  0.036
H  3.049627  1.273328  3.300675  0.000
H  -0.058075  4.181297  3.203892  0.000
H  -1.888906  5.680793  2.331975  0.000
H  -3.140503  4.912944  0.301875  0.000
H  -2.541992  2.810308  -0.744774  0.004
H  3.283320  -3.106659  1.062823  0.000
H  1.444531  -4.404638  -2.516936  0.000
H  -0.521511  -5.043651  -3.961434  0.000
H  -2.562792  -3.592832  -3.842721  0.000
H  -2.565852  -1.650462  -2.381423  0.001
C  -0.388598  1.610462  -2.873013  0.003
C  -1.628967  1.059713  -2.259778  0.057
N  -1.635375  0.444666  -1.089564  -0.219
C  -2.940140  0.175494  -0.780058  0.059
C  -3.731688  0.629505  -1.792234  0.010
N  -2.894155  1.180165  -2.730507  0.005
C  -3.347018  1.797751  -3.968229  0.001
N  -4.044985  0.880099  -4.814317  0.000
N  -5.344665  1.102257  -5.152601  0.000
N  -5.746072  0.233184  -5.958873  0.000
C  -4.741585  -0.654638  -6.217803  0.000
C  -4.700569  -1.802217  -7.006655  0.000
C  -3.523806  -2.515487  -7.004809  0.000
C  -2.407361  -2.098545  -6.270028  0.000
C  -2.420948  -0.954878  -5.501335  0.000
C  -3.609178  -0.240759  -5.472040  0.000
H  0.475979  1.353900  -2.210254  0.010
H  -0.454266  2.697775  -2.965750  -0.001
H  -0.206487  1.200503  -3.866809  0.001
H  -3.219044  -0.314413  0.142523  -0.002
H  -4.795562  0.617143  -1.924662  0.001
H  -2.475927  2.212710  -4.489654  0.000
H  -4.061010  2.600409  -3.732778  0.000
H  -5.557210  -2.110954  -7.582230  0.000
H  -3.447614  -3.422684  -7.581791  0.000
H  -1.504592  -2.689000  -6.304313  0.000
H  -1.550457  -0.639576  -4.947930  0.000

Atoms 1-3, force components in eV/Å:
Ti -0.8125 0.0941 -0.2802
Cl 0.1169 0.0879 0.1711
C -0.1518 -0.3924 -0.3184

[5]
C23H36N4O4S in the gas phase at a distorted geometry, computed with the ωB97M-V functional and the def2-TZVPD basis.

Results
E_tot = -1816.2003 hartree
lowest unoccupied orbital energy = 0.508 eV
SMILES = Cc1nn(C)c(C)c1S(=O)(=O)N(CC(=O)NCCCOC(C)C)c1ccc(C(C)C)cc1
2S+1 = 1

Last column: Mulliken charge in e.
Element x y z (Å)
C  -4.073545  -0.006139  -2.878224  -1.403
C  -4.299297  -0.260046  -1.433147  0.450
N  -4.963308  -1.309961  -0.987740  -1.023
N  -4.982394  -1.228684  0.345347  0.863
C  -4.343947  -0.132241  0.792845  -0.860
C  -3.876832  0.522787  -0.337129  1.351
S  -2.971446  2.021897  -0.250586  1.873
O  -3.723112  2.993427  0.487505  -0.832
O  -2.498716  2.425509  -1.553175  -0.847
N  -1.687093  1.588484  0.745258  -0.048
C  -0.923882  0.453699  0.421839  -0.128
C  -0.958963  -0.094253  -0.855696  0.027
C  -0.240066  -1.239105  -1.144278  -1.297
C  0.543450  -1.864933  -0.185643  1.118
C  0.582619  -1.304420  1.085543  0.037
C  -0.139151  -0.167203  1.391766  -1.640
H  -0.085414  0.247535  2.386276  0.423
H  1.188466  -1.756551  1.856433  0.336
C  1.335142  -3.099939  -0.533462  -0.156
C  0.833382  -4.310311  0.257436  -1.590
H  1.389730  -5.201095  -0.025953  0.460
H  0.960002  -4.151904  1.325830  0.288
H  -0.222301  -4.483255  0.058681  0.394
C  2.828278  -2.869771  -0.294668  -1.404
H  3.139412  -1.932036  -0.750102  0.249
H  3.042638  -2.828714  0.770925  0.218
H  3.409069  -3.682880  -0.725529  0.457
H  1.188154  -3.304180  -1.599574  0.505
H  -0.278414  -1.641616  -2.146473  0.309
H  -1.522963  0.390960  -1.633388  0.965
C  -1.066456  2.677331  1.467985  -0.919
C  0.226866  3.168756  0.806798  0.553
O  1.176643  3.541546  1.466569  -0.699
N  0.199851  3.140451  -0.535397  0.256
H  -0.641343  2.852088  -1.019758  0.134
C  1.368906  3.416430  -1.340141  -1.235
C  2.179748  2.150395  -1.634208  -0.186
C  2.824520  1.591881  -0.365072  -0.288
O  3.784509  0.612152  -0.708598  -0.389
C  4.924913  0.578640  0.133781  0.551
C  5.932330  -0.364668  -0.516071  -1.373
H  6.869882  -0.344053  0.032303  0.419
H  6.112330  -0.059072  -1.542895  0.342
H  5.543245  -1.378863  -0.520062  0.234
C  4.588010  0.131608  1.557841  -0.966
H  3.893796  0.826294  2.024069  0.321
H  4.134097  -0.855211  1.536822  -0.015
H  5.495720  0.092884  2.154265  0.454
H  5.358598  1.593813  0.179670  0.385
H  2.058273  1.151684  0.285981  -0.154
H  3.304469  2.413971  0.180519  0.545
H  1.539765  1.389395  -2.083253  0.121
H  2.972097  2.392762  -2.344138  0.359
H  1.988884  4.127302  -0.786719  0.457
H  1.039135  3.874461  -2.274682  0.391
H  -1.797351  3.489577  1.490013  0.664
H  -0.841632  2.391313  2.499447  0.371
C  -4.201943  0.234292  2.219807  -1.561
H  -3.367594  -0.304112  2.670789  0.269
H  -5.107546  -0.005006  2.774074  0.553
H  -4.007255  1.301227  2.288812  0.280
C  -5.642048  -2.241085  1.117581  -0.914
H  -6.006511  -2.993350  0.421937  0.296
H  -6.485248  -1.819659  1.668086  0.310
H  -4.946962  -2.699368  1.822444  0.313
H  -3.663126  0.990111  -3.016024  0.301
H  -3.380092  -0.742875  -3.281739  0.256
H  -5.010991  -0.098096  -3.421768  0.472

Atoms 1-3, force components in eV/Å:
C -0.0386 -0.1074 -0.0679
C 0.0303 0.0447 0.2125
N -0.1192 -0.2011 -0.9386

[6]
C21H22N2O5 in the gas phase, computed with the ωB97M-V functional and the def2-TZVPD basis.

Results
E_tot = -1299.1995 hartree
lowest unoccupied orbital energy = 0.598 eV
SMILES = CCOc1cc([C@H]2NC(=O)NC(C)=C2C(=O)OCc2ccccc2)ccc1O
2S+1 = 1

Last column: Mulliken charge in e.
Element x y z (Å)
C  -2.954718  -1.645665  1.808865  -0.645
C  -3.130074  -0.613788  2.918606  -0.488
O  -3.466748  0.669723  2.430716  -0.574
C  -2.518249  1.400129  1.754087  0.860
C  -1.168355  1.114391  1.686359  -0.034
C  -0.310929  1.921478  0.945475  -0.287
C  -0.811127  3.038272  0.299609  -0.485
C  -2.157663  3.350404  0.380796  -1.035
C  -3.019479  2.538950  1.097645  0.425
O  -4.341692  2.836671  1.162370  -0.643
H  -4.771287  2.154303  1.697316  0.361
H  -2.562410  4.216225  -0.117753  0.410
H  -0.151876  3.665247  -0.281281  0.410
C  1.163120  1.566924  0.862163  -0.131
N  1.876879  2.114003  2.007140  -0.103
C  2.392620  1.427248  3.044076  0.171
O  2.840711  1.938500  4.045971  -0.686
N  2.422648  0.049419  2.869747  -0.066
C  1.946640  -0.619800  1.770703  0.633
C  1.341258  0.066206  0.773711  -0.281
C  0.738301  -0.567426  -0.399298  0.367
O  0.577774  -1.755424  -0.579657  -0.703
O  0.323570  0.355336  -1.289393  0.060
C  -0.316914  -0.151448  -2.455221  -0.991
C  0.645345  -0.838851  -3.389196  0.796
C  0.278315  -1.998466  -4.056472  -0.550
C  1.166904  -2.618515  -4.916804  -0.565
C  2.431769  -2.090175  -5.110347  -0.450
C  2.804967  -0.936734  -4.441959  -0.610
C  1.914381  -0.311576  -3.588144  -0.188
H  2.202529  0.588039  -3.063238  0.382
H  3.791714  -0.521753  -4.586709  0.390
H  3.126648  -2.578343  -5.777593  0.374
H  0.873407  -3.521305  -5.431894  0.377
H  -0.703684  -2.418937  -3.897173  0.345
H  -0.758980  0.730027  -2.929432  0.374
H  -1.111105  -0.845677  -2.159622  0.407
C  2.172209  -2.094334  1.809965  -1.784
H  1.787872  -2.563518  0.911351  0.382
H  3.238113  -2.299768  1.902153  0.425
H  1.668820  -2.521535  2.676781  0.409
H  2.880692  -0.471520  3.603569  0.248
H  1.794090  3.110061  2.145924  0.282
H  1.576736  2.035745  -0.042613  0.471
H  -0.761257  0.254699  2.194824  0.578
H  -3.979363  -0.886515  3.551548  0.369
H  -2.234637  -0.561115  3.549625  0.307
H  -2.109991  -1.399683  1.169760  0.001
H  -2.785696  -2.624964  2.247523  0.364
H  -3.851802  -1.685167  1.195420  0.320

Atoms 1-3, force components in eV/Å:
C -0.0331 0.3777 0.1603
C 0.0284 -0.5411 0.0789
O 0.0851 0.5851 -0.3093